# 1
This record from OMol25 describes an isolated ion of composition C14H20N3O2 and charge +1. The level of theory is ωB97M-V with the def2-TZVPD basis set.

```
39
C14H20N3O2 (ωB97M-V with the def2-TZVPD basis set)
O 6.2551 4.6364 0.8004
N 5.3681 5.5411 0.5659
C 4.0176 5.2552 0.4299
C 3.3949 4.0824 0.2018
C 2.0520 4.1419 -0.0745
C 1.3127 2.9709 -0.4974
N 2.0736 1.7838 -0.7285
C 1.2796 0.5847 -0.9879
C 1.1494 -0.4070 0.2534
O 2.2306 -0.9393 0.5618
N -0.1134 -0.9487 0.4582
C -0.5148 -2.0251 1.3584
C -1.3371 -2.9347 0.4062
C -2.8020 -2.5391 0.1312
C -3.5453 -2.1641 1.3862
C -2.8035 -0.8720 1.9691
C -1.4088 -1.3615 2.4670
C 3.4951 1.7145 -0.4070
C 4.0005 2.7695 0.1923
H 5.7028 6.4289 0.7118
H 3.3291 6.0921 0.4093
H 1.5058 5.0880 0.0871
H 0.2150 2.9393 -0.6089
H 1.5867 0.1223 -1.8331
H 0.3089 0.9013 -1.2413
H -0.8667 -0.4982 -0.0708
H 0.3704 -2.6496 1.8018
H -0.8355 -3.0755 -0.5627
H -1.3835 -3.9447 0.9572
H -3.1954 -3.3974 -0.3968
H -2.8485 -1.7195 -0.5827
H -3.4716 -2.9863 2.1746
H -4.6089 -1.8930 1.0466
H -2.8068 -0.1649 1.1178
H -3.2098 -0.4936 2.8974
H -1.4524 -2.1105 3.2139
H -0.8128 -0.5942 2.9147
H 4.0620 0.7746 -0.4505
H 4.9450 2.5300 0.5661
```

DFT total energy = -23397.1112 eV
Net charge = +1
LUMO = -5.4 eV
Structure (SMILES) = O=[NH+]C=C1C=CN(CC(=O)NC2CCCCC2)C=C1

=====

# 2
This record from OMol25 describes a 2-piece molecular cluster, C3HN3O2 overall. The level of theory is ωB97M-V with the def2-TZVPD basis set.

```
9
C3HN3O2 (ωB97M-V with the def2-TZVPD basis set)
N -0.0765 3.1643 -0.5313
C 0.1116 2.0219 -0.5873
N -0.3431 0.7714 -0.3895
C -1.1235 0.0072 0.0947
O -1.4456 -1.0200 0.5335
N 0.9473 -0.9434 0.7625
C 0.7741 -1.3979 -0.2951
O 0.6523 -2.0573 -1.2318
H 0.5035 -0.5462 1.6444
```

DFT total energy = -11688.9321 eV
Net charge = 0
Relative energy (zero: lowest compared OMol25 entry of this formula, charge and spin) = 2.507 eV
LUMO = -0.7 eV
Structure (SMILES) = N#CN=C=O.N=C=O

=====

# 3
This record from OMol25 describes a 3-piece molecular cluster, C24H40F13N3O4S overall. The level of theory is ωB97M-V with the def2-TZVPD basis set.

```
85
C24H40F13N3O4S (ωB97M-V with the def2-TZVPD basis set)
H -0.0325 -1.7068 5.7974
N 0.0415 -0.7476 5.4579
C 0.4482 -0.7234 4.2613
C 0.6430 0.6016 3.5714
C 0.1029 0.6462 2.1352
C -0.2407 2.0838 1.7450
C -1.5272 2.6520 2.3562
C -2.7088 2.6293 1.4093
F -2.6167 3.7064 0.5704
F -2.7346 1.5399 0.6160
C -4.0913 2.7686 2.0966
F -5.0513 2.7859 1.1549
F -4.1060 3.9545 2.7344
C -4.4230 1.6513 3.1348
F -3.9633 2.0596 4.3347
F -3.7862 0.5139 2.8212
C -5.9377 1.3456 3.3530
F -5.9860 0.5721 4.4459
F -6.5234 2.5254 3.6293
C -6.8322 0.6313 2.2636
F -7.3541 1.5555 1.4549
F -7.8399 0.0412 2.9336
C -6.1920 -0.4741 1.3850
F -5.7131 -1.4417 2.1609
F -5.2088 0.0120 0.6306
F -7.1281 -0.9831 0.5903
C 1.1069 -0.0080 1.1637
O 0.3009 -0.6340 0.1571
S -0.9951 -1.2488 0.8268
O -0.7100 -2.5362 1.3594
O -2.0731 -1.0576 -0.0680
O -1.0472 -0.2364 2.0544
H 0.6634 -1.6360 3.6916
H 1.7153 0.8357 3.5275
H 0.1616 1.3647 4.1903
H -0.2335 2.2286 0.6595
H 0.5936 2.6750 2.1412
H -1.3773 3.7128 2.5761
H -1.7609 2.1629 3.3053
H 1.7635 0.7071 0.6684
H 1.6786 -0.7838 1.6840
C 4.3446 1.0025 -1.6134
C 5.2945 1.8787 -0.8138
N 5.2322 1.6052 0.6143
C 5.8807 2.6206 1.4286
C 7.3950 2.8047 1.2830
C 5.4787 0.2235 1.0007
C 6.7996 -0.4200 0.5633
H 3.3386 1.0789 -1.1957
H 4.3083 1.3253 -2.6540
H 4.6428 -0.0461 -1.6065
H 5.0071 2.9253 -0.9469
H 6.3088 1.7841 -1.2312
H 5.6457 2.4064 2.4751
H 5.3935 3.5730 1.1974
H 7.9541 1.9869 1.7357
H 7.7009 3.7256 1.7829
H 7.6940 2.8851 0.2372
H 4.6589 -0.3868 0.6121
H 5.3926 0.1732 2.0897
H 7.0079 -0.2334 -0.4912
H 6.7430 -1.5016 0.6980
H 7.6486 -0.0612 1.1427
C -2.4936 -3.8679 -6.5996
C -1.4033 -3.8687 -5.5390
N -0.9629 -2.5331 -5.1765
C 0.2698 -2.5162 -4.4094
C 0.2564 -3.1480 -3.0132
C -2.0089 -1.6260 -4.7260
C -2.8711 -2.0569 -3.5328
H -2.1838 -3.2851 -7.4683
H -2.6952 -4.8899 -6.9232
H -3.4303 -3.4537 -6.2251
H -0.5287 -4.3944 -5.9333
H -1.7506 -4.4577 -4.6750
H 0.5923 -1.4742 -4.3256
H 1.0317 -3.0205 -5.0128
H -0.2860 -2.5322 -2.2961
H 1.2800 -3.2488 -2.6452
H -0.1894 -4.1431 -3.0177
H -2.6692 -1.4306 -5.5744
H -1.5303 -0.6690 -4.5021
H -3.2222 -3.0846 -3.6416
H -3.7531 -1.4166 -3.4697
H -2.3470 -1.9780 -2.5821
```

DFT total energy = -84358.8821 eV
Net charge = 0
Relative energy (zero: lowest compared OMol25 entry of this formula, charge and spin) = 0.000 eV
LUMO = 0.3 eV
Structure (SMILES) = [H]/N=C/C[C@@]1(CCC(F)(F)C(F)(F)C(F)(F)C(F)(F)C(F)(F)C(F)(F)F)COS(=O)(=O)O1.CCN(CC)CC.CCN(CC)CC

=====

# 4
This record from OMol25 describes C3H9N3O2S as an isolated structure. The level of theory is ωB97M-V with the def2-TZVPD basis set.

```
18
C3H9N3O2S (ωB97M-V with the def2-TZVPD basis set)
C 0.5719 1.3878 -0.9228
C -1.5286 -0.6153 0.3727
C 2.3992 -0.6885 0.6432
N -0.1739 -0.9188 0.4612
N -2.2714 -1.6649 -0.0865
N -1.8824 0.5924 0.6133
O 3.5883 -0.2414 -0.0532
O -3.2983 0.8275 0.4117
S 0.6260 0.3788 0.6964
H 1.4801 1.9514 -1.1484
H 0.2700 0.6885 -1.7059
H 3.9986 0.5005 0.4073
H 2.5318 -0.8375 1.7696
H 2.1511 -1.5529 0.2116
H -1.7603 -2.3320 -0.6531
H -3.1203 -1.3667 -0.4556
H -0.3138 2.1470 -0.7691
H -3.2678 1.7441 0.2076
```

DFT total energy = -22653.2249 eV
Net charge = 0
Relative energy (zero: lowest compared OMol25 entry of this formula, charge and spin) = 2.773 eV
LUMO = 0.4 eV

=====

# 5
This record from OMol25 describes C22H31F4N3O2Si2Sm as an isolated structure. The level of theory is ωB97M-V with the def2-TZVPD basis set.

```
65
C22H31F4N3O2Si2Sm (ωB97M-V with the def2-TZVPD basis set)
Sm -0.1979 -1.0340 0.5339
C 1.1959 1.6983 -1.5420
N -0.5123 -0.3550 -2.0232
C -1.7291 -0.9910 -2.5642
C 0.6967 -0.8750 -2.6993
C 1.1376 -2.2809 -2.2291
N 0.8891 -2.4696 -0.8257
C 1.6634 -3.3223 -0.0875
C 2.3443 -2.8013 1.0883
F 2.1084 -1.4313 1.3478
C 2.8604 -3.6403 2.0676
F 3.4136 -3.1743 3.2124
C 2.7324 -5.0168 1.8792
C 2.2243 -5.5602 0.6951
F 2.1685 -6.9202 0.5813
C 1.6847 -4.7230 -0.2748
F 0.9008 -5.2214 -1.2533
H 1.4437 2.6548 -1.0917
H 1.5733 1.7170 -2.5911
H 1.7914 0.9364 -1.0196
H -1.6334 -1.0480 -3.6699
H -2.6291 -0.3913 -2.2940
H -1.8311 -2.0113 -2.1816
H 1.5392 -0.1895 -2.5886
H 0.5013 -0.9916 -3.7832
H 2.1933 -2.4216 -2.5338
H 0.6109 -3.0555 -2.8513
H 3.1368 -5.6856 2.6488
C -0.3983 2.1450 3.2008
Si 0.3383 1.9622 1.5061
C 2.1549 2.1831 1.7059
C -0.4004 3.4083 0.5512
C -0.4950 4.6467 1.1968
C -0.8650 5.7652 0.5029
C -1.1692 5.6680 -0.8826
C -1.0970 4.4355 -1.5132
C -0.8168 3.2996 -0.7841
Si -0.6876 1.5540 -1.6923
C -2.1655 1.0317 -0.5434
C -1.0615 2.1145 -3.4390
H 0.3155 2.6377 3.8570
H -0.6223 1.1215 3.5514
H -1.3329 2.7161 3.2673
H 2.4322 1.5921 2.5868
H 2.4455 3.2171 1.9330
H 2.7698 1.8199 0.8771
H -0.2457 4.6683 2.2432
H -0.8669 6.7247 0.9818
H -1.3996 6.5752 -1.4217
H -1.3156 4.3490 -2.5637
H -2.2567 1.6473 0.3707
H -2.2580 -0.0239 -0.3666
H -3.0833 1.2513 -1.1723
H -2.0778 2.5731 -3.5858
H -0.9544 1.2439 -4.1339
H -0.3113 2.8740 -3.7411
N -1.6624 -2.9330 1.1077
C -1.9601 -2.9840 2.5497
C -1.1774 -2.0237 3.3992
O -1.2681 -2.1278 4.6016
O -0.4578 -1.0444 2.7712
H -2.5186 -3.1418 0.5761
H -0.9720 -3.6621 0.8906
H -1.8244 -3.9864 2.9601
H -3.0118 -2.6931 2.7008
```

DFT total energy = -76412.3527 eV
Net charge = -1
Spin multiplicity = 6
LUMO (alpha / beta) = 1.9 / 1.9 eV

=====

# 6
This record from OMol25 describes a 2-piece molecular cluster, C5H7NO overall. The level of theory is ωB97M-V with the def2-TZVPD basis set.

```
14
C5H7NO (ωB97M-V with the def2-TZVPD basis set)
C 0.0381 1.2305 -0.9241
N 1.1411 1.7959 -1.1538
C 1.0856 0.4683 -0.3934
C 2.0531 -0.0545 0.5355
O 1.7534 -0.6929 -0.7409
H -1.0196 1.2977 -1.1377
H 2.9802 0.5145 0.5246
H 1.8821 -0.6656 1.4203
C -2.1620 -0.3368 0.0216
C -1.1620 -0.9781 0.6125
H -2.6130 0.5494 0.4649
H -2.5310 -0.6386 -0.9561
H -0.7662 -0.6521 1.5719
H -0.6796 -1.8376 0.1546
```

DFT total energy = -8830.9547 eV
Net charge = 0
Relative energy (zero: lowest compared OMol25 entry of this formula, charge and spin) = 5.248 eV
LUMO = 1.0 eV
Structure (SMILES) = C1=N[C@@]12CO2.C=C

=====

# 7
This record from OMol25 describes a 13-piece molecular cluster, C21H72O25P4 overall. The level of theory is ωB97M-V with the def2-TZVPD basis set.

```
122
C21H72O25P4 (ωB97M-V with the def2-TZVPD basis set)
C 4.7816 2.4611 -2.3848
O 4.6532 2.3991 -3.7831
H 5.4204 1.6943 -1.9241
H 5.2453 3.4063 -2.1069
H 3.8161 2.2992 -1.8956
H 3.8802 1.9058 -4.0770
C 4.7428 -1.6151 0.7489
O 5.6079 -0.6886 1.4124
H 4.9285 -2.6318 1.0948
H 3.6919 -1.3702 0.8997
H 4.9001 -1.5495 -0.3281
H 6.1233 -1.1960 2.0423
C 1.3863 5.3216 3.1369
O 0.1740 4.9744 2.4872
H 1.2628 5.0462 4.1839
H 2.2593 4.7199 2.8410
H 1.7057 6.3379 2.8908
H 0.4137 4.7715 1.5734
C -1.3037 2.9684 -4.6239
O -2.6641 3.2673 -4.3500
H -1.1817 1.9381 -4.9644
H -0.9852 3.6182 -5.4481
H -0.6476 3.2938 -3.8123
H -2.7816 3.1919 -3.3766
C 2.0054 6.3391 -0.6101
O 0.7006 6.1184 -0.1435
H 2.4679 7.2087 -0.1275
H 2.7190 5.5787 -0.2674
H 2.0868 6.3936 -1.6958
H 0.2896 6.8746 0.2745
C 2.1107 0.1487 -4.1491
O 2.5841 0.9690 -5.2102
H 1.0835 -0.1629 -4.3383
H 2.7400 -0.7466 -4.0838
H 2.2427 0.6468 -3.1878
H 2.0774 0.8587 -6.0137
C 4.2095 2.4067 2.1321
O 3.6068 2.9580 0.9603
H 5.2922 2.5041 2.0493
H 3.8409 2.9889 2.9845
H 3.8989 1.3726 2.2872
H 3.1961 2.2334 0.4687
C -3.5399 -0.7203 4.9046
O -4.0165 -1.8717 4.2051
H -4.2443 -0.1454 5.5085
H -2.7900 -1.1278 5.5861
H -3.0333 0.0269 4.2881
H -4.9749 -1.8390 4.2823
C 0.7122 2.3404 5.9437
O 0.0831 1.6092 4.8920
H -0.1412 2.9055 6.3284
H 1.0442 1.6898 6.7600
H 1.5556 2.9846 5.6972
H 0.6824 1.4808 4.1483
C -6.2714 2.8536 -2.9998
O -5.9536 2.6125 -1.6243
P -4.6924 3.3312 -0.9871
O -3.4722 3.3857 -1.7997
O -5.2452 4.7556 -0.5461
C -6.4416 4.8156 0.2199
O -4.5351 2.5513 0.4029
C -3.3464 2.8220 1.1470
H -6.2536 1.9171 -3.5587
H -5.5900 3.5421 -3.4937
H -7.3123 3.1689 -3.0523
H -6.2123 5.4466 1.0823
H -6.8798 3.9036 0.6227
H -7.2301 5.3382 -0.3233
H -2.5060 3.1760 0.5455
H -3.0213 1.8963 1.6140
H -3.5117 3.6298 1.8611
C 0.3246 2.7098 -0.6200
O 0.1937 1.8003 0.4560
P 1.0513 0.4589 0.2838
O 2.4320 0.5371 -0.2015
O 0.8885 -0.3282 1.6825
C -0.4450 -0.6212 2.1291
O 0.0808 -0.3531 -0.6731
C 0.4616 -1.5406 -1.3114
H -0.1490 2.3989 -1.5542
H 1.3054 3.0876 -0.9298
H -0.1506 3.6497 -0.3298
H -1.1653 -0.2207 1.4089
H -0.6401 -0.0902 3.0576
H -0.6168 -1.6960 2.1109
H 1.4673 -1.4851 -1.7441
H -0.1975 -1.8167 -2.1325
H 0.5306 -2.4095 -0.6483
C -1.5594 -8.0624 0.8818
O -1.9682 -6.7603 1.3165
P -2.2518 -5.5948 0.2515
O -1.0635 -5.0750 -0.4070
O -3.2796 -6.2751 -0.7942
C -4.6302 -6.5226 -0.3726
O -3.1445 -4.6032 1.1446
C -3.2835 -3.2865 0.5677
H -0.7462 -8.3900 1.5252
H -1.1768 -7.9903 -0.1375
H -2.3968 -8.7548 0.9462
H -5.2532 -6.3876 -1.2549
H -4.9507 -6.0914 0.5691
H -4.7029 -7.6108 -0.2255
H -2.3871 -2.6723 0.6591
H -4.0206 -2.7670 1.1773
H -3.5927 -3.3861 -0.4717
C 5.2605 -4.4428 -1.5831
O 4.3674 -5.0488 -0.6147
P 2.9467 -5.5217 -1.1433
O 3.0093 -6.7874 -1.8679
O 2.4381 -4.2523 -1.9454
C 1.3880 -4.3879 -2.9127
O 2.0490 -5.5868 0.1742
C 2.0799 -4.5490 1.1474
H 5.5047 -3.3917 -1.4429
H 4.7868 -4.4939 -2.5618
H 6.1556 -5.0565 -1.5638
H 0.4376 -4.3582 -2.3830
H 1.4992 -5.2604 -3.5547
H 1.4555 -3.5424 -3.5996
H 1.3193 -4.8439 1.8688
H 1.8536 -3.5612 0.7417
H 3.0416 -4.4992 1.6609
```

DFT total energy = -111291.9237 eV
Net charge = 0
Relative energy (zero: lowest compared OMol25 entry of this formula, charge and spin) = 0.000 eV
LUMO = 0.3 eV

=====

# 8
This record from OMol25 describes C24H35N8O4PbSSe as an isolated structure. The level of theory is ωB97M-V with the def2-TZVPD basis set.

```
74
C24H35N8O4PbSSe (ωB97M-V with the def2-TZVPD basis set)
Pb 0.7348 -0.5441 0.4955
C -0.8422 -5.2197 0.0345
C -0.5759 -3.7426 0.0336
N 0.5008 -3.2074 0.4706
N 1.4312 -4.0272 1.0311
C 2.6028 -3.5656 1.5590
N 3.3028 -4.5166 2.1961
S 3.1791 -2.0074 1.4498
C -1.6527 -2.8152 -0.4382
C -2.9320 -3.2878 -0.6925
C -3.9193 -2.3947 -1.0802
C -3.6065 -1.0546 -1.2027
C -2.3096 -0.6607 -0.9181
N -1.3610 -1.5159 -0.5515
H 0.0687 -5.7962 -0.1247
H -1.5141 -5.4912 -0.7740
H -1.3011 -5.5359 0.9753
H 1.1841 -4.9928 1.1844
H 2.9696 -5.4559 2.3307
H 4.1847 -4.2578 2.6021
H -3.1733 -4.3322 -0.5715
H -4.9222 -2.7484 -1.2794
H -4.3437 -0.3246 -1.5056
H -2.0143 0.3823 -0.9752
C -1.0762 2.7450 -3.6958
C 0.3837 3.1587 -3.8270
C 1.1191 3.3097 -2.4765
C 2.5962 3.6771 -2.7136
C 3.3830 3.8876 -1.4265
C 0.4661 4.4450 -1.7047
O 0.4623 5.5757 -2.1240
N -0.1392 4.1258 -0.5077
C -0.2175 2.8629 0.0591
O -0.8448 2.6762 1.0757
N 0.4069 1.8111 -0.6058
C 1.0205 2.0015 -1.7339
O 1.5975 1.0193 -2.3534
H -1.5477 2.6965 -4.6764
H -1.6473 3.4564 -3.0947
H -1.1742 1.7556 -3.2389
H 0.4649 4.1208 -4.3333
H 0.9345 2.4239 -4.4153
H 2.5996 4.5883 -3.3116
H 3.0406 2.8819 -3.3134
H 2.9844 4.7220 -0.8462
H 4.4253 4.1151 -1.6466
H 3.3707 2.9968 -0.7926
H -0.5937 4.8775 -0.0075
C 3.8846 -0.0562 -1.2103
O 2.9325 -0.8078 -1.9415
C 1.6172 -0.4217 -1.7742
C 0.8096 -1.1919 -2.7871
H 4.7455 -0.6935 -1.0241
H 3.4779 0.2806 -0.2497
H 4.1950 0.8212 -1.7803
H 1.2931 -1.1472 -3.7663
H -0.2002 -0.7917 -2.8712
H 0.7392 -2.2372 -2.4804
C -3.9568 0.0320 2.7416
N -2.8958 0.3016 3.6961
C -2.8239 1.4336 4.4877
C -1.6787 1.3528 5.1859
N -1.0601 0.1731 4.8143
C 0.2372 -0.2671 5.3037
C -1.8031 -0.4729 3.8874
Se -1.3842 -2.0617 3.0349
H -4.9164 0.2649 3.1981
H -3.9173 -1.0216 2.4793
H -3.8176 0.6370 1.8456
H -3.5955 2.1820 4.4848
H -1.2503 2.0164 5.9150
H 0.2993 -0.0666 6.3709
H 1.0359 0.2577 4.7810
H 0.3274 -1.3336 5.1204
```

DFT total energy = -126992.4603 eV
Net charge = +1
Relative energy (zero: lowest compared OMol25 entry of this formula, charge and spin) = 0.168 eV
LUMO = -3.1 eV